Entry from the OMol25 dataset: a structure of composition C27H30Br2CrN7O3S at a distorted geometry (ωB97M-V/def2-TZVPD).

Summary:
LUMO energy (spin up / spin down) in eV: -0.443 / -0.611
Expectation value of S²: 3.77
M in g/mol: 744.45
Spin multiplicity: 4
Relative energy (zero: lowest compared OMol25 entry of this formula, charge and spin) in kJ/mol: 0.0
DFT total energy in eV: -224402.215
HOMO (spin up / spin down) in eV: -8.173 / -8.171

Cartesian coordinates (Å):
Cr: 0.6949 -0.2678 0.6818
O: 3.0530 -1.6855 -2.7858
C: 2.9834 -0.5392 -3.5140
C: 3.7746 -0.4560 -4.6533
C: 3.7638 0.6854 -5.4399
C: 2.9586 1.7649 -5.0950
C: 2.1665 1.6709 -3.9602
C: 2.1584 0.5334 -3.1538
C: 1.2063 0.4218 -1.9805
O: 1.6038 -0.4965 -1.0076
N: 1.1196 1.7459 -1.3318
N: 0.6241 1.7458 -0.0656
C: 0.0372 2.7982 0.3243
C: -0.3692 3.1565 1.6871
Br: 0.6366 2.4902 3.1524
C: -1.3283 4.0333 1.9396
C: -2.2451 4.6159 0.9346
C: -2.6789 3.9130 -0.1926
C: -3.5043 4.5200 -1.1313
C: -3.9139 5.8350 -0.9538
C: -3.5175 6.5333 0.1839
C: -2.7004 5.9231 1.1238
H: 2.5835 -1.4979 -1.9555
H: 4.4023 -1.3068 -4.8996
H: 4.3888 0.7342 -6.3235
H: 2.9438 2.6661 -5.7014
H: 1.5279 2.5158 -3.7165
H: 0.2253 0.1557 -2.3618
H: 0.7901 2.5074 -1.8967
H: -0.1642 3.5677 -0.4163
H: -1.4405 4.3778 2.9630
H: -2.4042 2.8694 -0.3154
H: -3.8426 3.9562 -1.9944
H: -4.5483 6.3120 -1.6934
H: -3.8525 7.5532 0.3404
H: -2.3972 6.4654 2.0160
C: -1.2625 -5.2944 0.0768
C: 0.0943 -4.6116 0.1147
C: 1.0299 -5.3438 1.0795
C: 0.6979 -4.5752 -1.2866
N: -0.2018 -3.2219 0.5359
N: 0.9490 -2.4092 0.8086
H: -1.1685 -6.2986 -0.3392
H: -1.9573 -4.7177 -0.5411
H: -1.6855 -5.3832 1.0860
H: 1.0947 -6.4071 0.8207
H: 0.6579 -5.2720 2.1085
H: 2.0481 -4.9433 1.0451
H: 0.7534 -5.5886 -1.6976
H: 1.7187 -4.1736 -1.2997
H: 0.0769 -3.9603 -1.9472
H: -0.7771 -3.2166 1.3655
H: 1.5599 -2.4753 0.0087
H: 1.4722 -2.7597 1.5974
Br: -4.1162 0.5785 3.8143
C: -2.3636 -0.0993 3.7553
C: -1.8375 -0.8062 4.8145
C: -0.5307 -1.2481 4.7145
C: 0.1844 -0.9832 3.5615
N: -0.3489 -0.3363 2.5267
C: -1.5987 0.1190 2.6267
H: -2.4328 -0.9971 5.6998
H: -0.0553 -1.7822 5.5278
H: 1.2249 -1.2685 3.4646
H: -1.9907 0.6659 1.7827
S: 4.4789 -0.0522 3.4579
C: 3.2539 -0.0765 2.4099
N: 2.3503 -0.1158 1.6576
O: -2.9833 -1.3988 -1.2451
C: -2.0213 -0.9149 -0.7186
N: -1.0492 -0.4503 -0.1935

Mulliken charges in e: number 1, Cr, carries -0.317; number 2, O, carries -0.712; number 3, C, carries 0.359; number 4, C, carries -0.739; number 5, C, carries -0.396; number 6, C, carries -0.892; number 7, C, carries -0.741; number 8, C, carries 0.369; number 9, C, carries 1.076; number 10, O, carries -0.915; number 11, N, carries -0.247; number 12, N, carries 0.194; number 13, C, carries -0.385; number 14, C, carries 0.108; number 15, Br, carries -0.102; number 16, C, carries -0.903; number 17, C, carries 0.568; number 18, C, carries -0.249; number 19, C, carries -0.772; number 20, C, carries -0.400; number 21, C, carries -0.539; number 22, C, carries -0.509; number 23, H, carries 0.599; number 24, H, carries 0.428; number 25, H, carries 0.381; number 26, H, carries 0.386; number 27, H, carries 0.181; number 28, H, carries 0.200; number 29, H, carries 0.321; number 30, H, carries 0.590; number 31, H, carries 0.420; number 32, H, carries 0.588; number 33, H, carries 0.419; number 34, H, carries 0.380; number 35, H, carries 0.376; number 36, H, carries 0.397; number 37, C, carries -1.832; number 38, C, carries 1.534; number 39, C, carries -1.745; number 40, C, carries -1.693; number 41, N, carries -0.155; number 42, N, carries 0.048; number 43, H, carries 0.445; number 44, H, carries 0.386; number 45, H, carries 0.418; number 46, H, carries 0.448; number 47, H, carries 0.378; number 48, H, carries 0.342; number 49, H, carries 0.479; number 50, H, carries 0.383; number 51, H, carries 0.323; number 52, H, carries 0.255; number 53, H, carries 0.284; number 54, H, carries 0.326; number 55, Br, carries -0.174; number 56, C, carries -0.711; number 57, C, carries -0.033; number 58, C, carries -1.184; number 59, C, carries -0.193; number 60, N, carries 1.136; number 61, C, carries -0.148; number 62, H, carries 0.460; number 63, H, carries 0.452; number 64, H, carries 0.372; number 65, H, carries 0.574; number 66, S, carries -0.414; number 67, C, carries 0.715; number 68, N, carries -0.801; number 69, O, carries -0.689; number 70, C, carries 0.742; number 71, N, carries -0.253

***

Entry from the OMol25 dataset: a structure of composition C27H30BrClN4O5PRuSTe (ωB97M-V/def2-TZVPD).

Summary:
LUMO energy (spin up / spin down) in eV: -3.208 / -4.717
Expectation value of S²: 6.02
M in g/mol: 897.63
Spin multiplicity: 5
Relative energy (zero: lowest compared OMol25 entry of this formula, charge and spin) in kJ/mol: 0.0
Net charge: +1
DFT total energy in eV: -157244.240
HOMO (spin up / spin down) in eV: -10.713 / -10.804

Cartesian coordinates (Å):
Ru: -0.7935 1.1088 -0.2637
O: 0.3731 -1.1619 3.0710
C: 0.9677 -0.1906 3.8126
C: 1.3564 -0.5355 5.1006
C: 1.9684 0.3995 5.9182
C: 2.1965 1.6944 5.4692
C: 1.8106 2.0357 4.1852
C: 1.2082 1.1060 3.3430
C: 0.8304 1.5090 1.9509
O: -0.4927 1.1193 1.6415
N: 1.7112 0.7967 0.9926
N: 1.1892 0.7241 -0.2741
C: 1.8609 0.2627 -1.2593
C: 1.2693 -0.0071 -2.5534
Br: -0.5957 0.4188 -2.7618
C: 1.8770 -0.6199 -3.5686
C: 3.3000 -0.9985 -3.6021
C: 3.6378 -2.2900 -4.0047
C: 4.9631 -2.6905 -4.0186
C: 5.9642 -1.7986 -3.6561
C: 5.6375 -0.5016 -3.2864
C: 4.3102 -0.1014 -3.2588
H: -0.0472 -0.7828 2.2844
H: 1.1633 -1.5438 5.4428
H: 2.2624 0.1156 6.9202
H: 2.6626 2.4266 6.1134
H: 1.9732 3.0434 3.8186
H: 0.9206 2.5925 1.8222
H: 2.6882 1.0660 1.0317
H: 2.9044 -0.0075 -1.1295
H: 1.2774 -0.8936 -4.4310
H: 2.8561 -2.9850 -4.2870
H: 5.2174 -3.6978 -4.3207
H: 6.9999 -2.1099 -3.6786
H: 6.4174 0.2038 -3.0328
H: 4.0578 0.9226 -3.0074
Cl: -0.3775 3.4323 -0.7199
N: -3.0214 -1.5560 -0.8905
C: -1.7970 -2.1236 -0.9146
N: -0.7770 -1.6978 -0.2248
C: 0.3312 -2.5265 -0.4605
C: 1.5750 -2.4308 0.1586
C: 2.5832 -3.3064 -0.2104
C: 2.3697 -4.2934 -1.1729
C: 1.1275 -4.4293 -1.7682
C: 0.1264 -3.5425 -1.3997
S: -1.5233 -3.4999 -1.9531
H: -3.1419 -0.6663 -0.4247
H: -3.7162 -1.8431 -1.5560
H: 1.7358 -1.7007 0.9402
H: 3.5491 -3.2360 0.2730
H: 3.1696 -4.9711 -1.4391
H: 0.9392 -5.2125 -2.4910
C: -4.7976 5.0580 0.4514
C: -3.5328 4.2788 0.1999
O: -3.2630 3.3932 1.3426
P: -3.5115 1.8638 1.2785
O: -2.8390 1.1959 0.0630
Te: -2.8937 0.8942 3.3898
O: -5.0694 1.7220 1.0900
C: -5.6847 0.4535 0.7254
C: -6.0049 0.4351 -0.7498
H: -4.9618 5.7484 -0.3768
H: -4.7152 5.6371 1.3701
H: -5.6594 4.3963 0.5267
H: -2.6530 4.9126 0.1370
H: -3.5849 3.6767 -0.7076
H: -6.5851 0.3907 1.3311
H: -5.0238 -0.3655 1.0174
H: -6.6815 1.2496 -1.0051
H: -6.4945 -0.5061 -1.0039
H: -5.0998 0.5399 -1.3496

Mulliken charges in e: number 1, Ru, carries 1.064; number 2, O, carries -0.671; number 3, C, carries 0.580; number 4, C, carries -0.638; number 5, C, carries -0.411; number 6, C, carries -0.790; number 7, C, carries -0.863; number 8, C, carries 0.808; number 9, C, carries -0.385; number 10, O, carries -0.537; number 11, N, carries -0.104; number 12, N, carries 0.028; number 13, C, carries -0.300; number 14, C, carries 0.051; number 15, Br, carries -0.144; number 16, C, carries -0.528; number 17, C, carries 0.248; number 18, C, carries -0.454; number 19, C, carries -0.623; number 20, C, carries -0.492; number 21, C, carries -0.634; number 22, C, carries -0.210; number 23, H, carries 0.109; number 24, H, carries 0.485; number 25, H, carries 0.400; number 26, H, carries 0.422; number 27, H, carries 0.418; number 28, H, carries 0.674; number 29, H, carries 0.358; number 30, H, carries 0.514; number 31, H, carries 0.447; number 32, H, carries 0.432; number 33, H, carries 0.430; number 34, H, carries 0.423; number 35, H, carries 0.409; number 36, H, carries 0.583; number 37, Cl, carries -0.448; number 38, N, carries -0.217; number 39, C, carries 0.458; number 40, N, carries 0.028; number 41, C, carries -0.277; number 42, C, carries -0.211; number 43, C, carries -0.885; number 44, C, carries -0.601; number 45, C, carries -0.534; number 46, C, carries 0.738; number 47, S, carries -0.360; number 48, H, carries 0.123; number 49, H, carries 0.278; number 50, H, carries 0.412; number 51, H, carries 0.462; number 52, H, carries 0.456; number 53, H, carries 0.463; number 54, C, carries -1.279; number 55, C, carries -0.126; number 56, O, carries -0.147; number 57, P, carries 0.320; number 58, O, carries -0.493; number 59, Te, carries 0.153; number 60, O, carries -0.344; number 61, C, carries -0.271; number 62, C, carries -0.984; number 63, H, carries 0.387; number 64, H, carries 0.329; number 65, H, carries 0.268; number 66, H, carries 0.365; number 67, H, carries 0.267; number 68, H, carries 0.395; number 69, H, carries 0.289; number 70, H, carries 0.355; number 71, H, carries 0.368; number 72, H, carries 0.162